Record 1
C3H11N2P2 | wB97M-V/def2-TZVPD

Geometry as XYZ:
```
18
Properties=species:S:1:pos:R:3
P -1.068 1.605 0.616
P 1.158 -0.376 0.063
N 0.406 -1.509 -0.687
N -0.068 0.401 0.886
C 1.936 -1.082 1.688
C -0.102 0.472 -4.034
C -1.937 1.596 2.301
H -1.560 0.617 2.541
H -1.002 1.141 -4.032
H 2.767 -0.429 1.914
H -1.557 2.452 2.917
H 0.643 -1.655 -1.676
H -0.514 -1.819 -0.374
H 0.878 0.361 -3.595
H 1.248 -1.024 2.433
H -3.030 1.701 2.252
H -0.443 -0.410 -4.560
H 2.244 -2.041 1.348
```

Values from the calculation:
- Gap between HOMO and LUMO (spin up / spin down): 8.17 / 5.02 eV
- Highest occupied orbital energy (spin up / spin down): -13.42 / -11.94 eV
- Charge: +1
- Molecular weight: 137.083 Da



Record 2
FHO3S | wB97M-V/def2-TZVPD

Geometry as XYZ:
```
6
Properties=species:S:1:pos:R:3
S 1.147 -0.179 0.478
F 0.708 1.493 -0.042
O 2.040 -0.666 -0.496
O -0.393 -0.757 -0.163
O -1.526 -0.275 0.485
H -1.976 0.385 -0.263
```

Values from the calculation:
- Gap between HOMO and LUMO: 10.87 eV
- Highest occupied orbital energy: -11.18 eV
- Molecular weight: 100.070 Da



Record 3
C3H6O2S | wB97M-V/def2-TZVPD

Geometry as XYZ:
```
12
Properties=species:S:1:pos:R:3
S 0.804 1.881 0.072
O 0.415 -0.297 1.581
O 2.280 -1.186 -0.248
C -1.093 -0.300 -0.219
C 0.291 0.017 0.245
C 1.332 -0.489 -0.670
H 1.137 -0.318 -1.710
H -1.462 0.269 -1.040
H 1.996 1.862 0.797
H 1.127 -0.992 1.652
H -1.639 -0.296 0.675
H -0.876 -1.263 -0.612
```

Values from the calculation:
- Structure (SMILES): C[C@](O)(S)C=O
- Gap between HOMO and LUMO: 10.11 eV
- Highest occupied orbital energy: -9.57 eV
- Molecular weight: 106.146 Da



Record 4
C4H5FN2 | wB97M-V/def2-TZVPD

Geometry as XYZ:
```
12
Properties=species:S:1:pos:R:3
F -2.475 2.115 0.016
N 0.142 -0.189 -0.001
N -1.764 0.042 1.119
C -1.625 1.015 0.209
C 1.461 -0.654 -0.363
C -0.461 0.896 -0.488
C -0.649 -0.722 0.952
H 1.641 -1.584 0.088
H 2.284 -0.030 -0.020
H -0.182 -1.510 1.571
H 1.726 -0.675 -1.534
H -0.099 1.297 -1.550
```

Values from the calculation:
- Structure (SMILES): Cn1cnc(F)c1
- Gap between HOMO and LUMO: 9.62 eV
- Highest occupied orbital energy: -8.94 eV
- Molecular weight: 100.096 Da



Record 5
C25H23F8IrN6OSe2Si | wB97M-V/def2-TZVPD

Geometry as XYZ:
```
67
Properties=species:S:1:pos:R:3
Ir -0.110 0.709 1.355
Se -2.818 2.223 2.201
Se -2.213 3.889 0.731
Si -1.749 -3.117 -2.139
F 4.095 -1.278 -4.151
F 5.263 0.393 -3.421
F -2.564 -0.535 3.603
F -2.356 -2.549 2.851
F -3.010 -0.978 1.527
F -0.309 -2.153 1.509
F 5.481 -1.561 -2.510
F -0.050 -1.092 3.396
O 2.043 0.244 2.257
N 0.872 2.729 1.159
N 1.356 0.138 -0.403
N 3.179 0.803 2.154
N -1.396 1.458 -0.623
N 5.527 3.177 1.294
N -0.352 1.640 3.326
C 0.360 2.177 5.531
C -1.493 2.333 3.555
C -0.687 -0.966 2.193
C -1.755 2.739 -0.753
C 4.606 -0.706 -3.046
C 1.786 1.059 -1.268
C 3.490 -0.385 -2.078
C -1.282 0.746 -1.719
C -2.441 -2.271 -3.633
C 2.012 2.683 1.338
C 4.519 2.663 1.494
C -1.419 1.192 -3.007
C 1.993 -1.041 -0.357
C 2.855 0.841 -2.121
C -1.276 -1.734 -0.885
C 0.548 1.560 4.304
C -1.696 2.551 -3.147
C -1.750 2.976 4.748
C 3.240 2.057 1.694
C 3.057 -1.347 -1.180
C -3.020 -4.109 -1.248
C -1.888 3.318 -2.019
C -2.176 -1.262 2.553
C -0.241 -4.085 -2.542
C -0.795 2.897 5.756
H -1.303 0.533 -3.855
H -3.371 -4.877 -1.943
H -1.015 -0.363 -1.592
H -3.879 -3.515 -0.926
H 3.546 -2.309 -1.106
H 1.253 2.002 -1.273
H 3.184 1.622 -2.792
H 1.115 2.074 6.298
H -0.497 -4.837 -3.293
H -1.656 -1.775 -4.209
H -0.282 -1.586 -0.498
H -0.963 3.388 6.706
H -2.604 -4.603 -0.367
H 1.662 -1.742 0.402
H 0.562 -3.466 -2.954
H -1.785 2.990 -4.132
H 0.151 -4.609 -1.666
H -2.897 -3.034 -4.270
H 1.428 0.974 4.083
H -2.028 -1.223 -0.292
H -3.210 -1.534 -3.385
H -2.171 4.359 -2.103
H -2.678 3.508 4.891
```

Values from the calculation:
- Expectation value of S²: 0.761
- Gap between HOMO and LUMO (spin up / spin down): 5.36 / 6.87 eV
- Highest occupied orbital energy (spin up / spin down): -10.29 / -11.76 eV
- Spin multiplicity: 2
- Charge: +1
- Molecular weight: 953.707 Da



Record 6
C32H42N3O4PS2 | wB97M-V/def2-TZVPD

Geometry as XYZ:
```
84
Properties=species:S:1:pos:R:3
S -4.110 2.473 1.296
S -3.494 1.261 -1.417
P 2.713 -3.236 -0.850
O -3.654 2.436 -2.243
O -4.601 0.355 -1.185
O -3.894 3.905 1.335
O -4.110 1.680 2.511
N 3.102 -3.273 -2.538
N 4.322 -2.723 -0.484
N -0.266 5.374 4.578
C 2.416 -4.201 -3.494
C 0.527 6.579 4.450
C -2.189 0.262 -2.076
C -0.904 3.153 3.907
C -0.190 4.786 2.217
C 1.037 -4.558 -2.946
C 5.801 -4.289 0.755
C -0.957 -1.800 -2.000
C -0.193 0.035 -3.392
C 4.961 -3.010 0.837
C 3.224 -5.493 -3.644
C -1.290 0.799 -3.001
C -2.873 1.730 0.169
C 4.401 -2.868 -2.770
C 5.084 -2.568 -1.620
C -5.766 2.254 0.596
C -8.464 2.104 -0.134
C -7.700 3.218 -0.496
C -7.856 1.039 0.540
C -2.069 -1.052 -1.620
C 2.298 -3.506 -4.847
C -6.511 1.113 0.905
C 3.862 -3.190 1.882
C 5.852 -1.830 1.211
C -1.051 2.605 1.542
C -0.435 4.458 3.583
C -0.794 5.123 5.898
C -1.231 2.271 2.900
C -1.551 1.713 0.493
C -0.418 3.829 1.242
C -0.009 -1.250 -2.874
C -6.348 3.288 -0.145
H 5.214 -5.130 0.360
H 6.350 -2.033 2.169
H 2.641 -6.219 -4.231
H -1.592 1.277 3.153
H 1.435 6.482 5.068
H -0.841 -2.795 -1.570
H 6.689 -4.152 0.123
H 6.630 -1.643 0.460
H -2.825 -1.467 -0.955
H 1.659 -2.618 -4.782
H 5.245 -0.924 1.335
H 0.382 -3.687 -2.869
H 0.089 5.803 1.922
H -0.047 7.448 4.812
H 0.538 0.456 -4.082
H 1.836 -4.195 -5.568
H 3.278 -3.209 -5.238
H -0.870 1.065 -0.054
H -1.054 2.855 4.951
H -0.233 4.320 6.393
H -6.032 0.286 1.427
H -8.418 0.136 0.789
H -0.171 4.025 0.199
H -8.143 4.050 -1.049
H -0.709 6.042 6.483
H -1.845 4.809 5.845
H 4.799 -2.868 -3.776
H -9.527 2.064 -0.382
H 0.558 -5.247 -3.654
H 3.264 -2.277 1.993
H 4.339 -3.395 2.849
H 1.090 -5.050 -1.964
H 6.147 -4.566 1.761
H 3.437 -5.946 -2.666
H -5.736 4.138 -0.440
H 6.126 -2.288 -1.541
H 3.196 -4.034 1.652
H 0.835 6.745 3.413
H 4.172 -5.321 -4.170
H 0.900 -1.795 -3.136
H -1.445 1.806 -3.382
H 1.965 -1.945 -0.717
```

Values from the calculation:
- Structure (SMILES): CN(C)c1ccc(C=C(S(=O)(=O)c2ccccc2)S(=O)(=O)c2ccccc2)cc1.CC(C)(C)N1C=CN(C(C)(C)C)P1
- Gap between HOMO and LUMO: 6.83 eV
- Highest occupied orbital energy: -6.63 eV
- Molecular weight: 627.813 Da



Record 7
C22H49N2OP3STl | wB97M-V/def2-TZVPD

Geometry as XYZ:
```
79
Properties=species:S:1:pos:R:3
Tl -0.371 0.230 -0.450
S 0.687 -1.327 1.402
P -1.370 -0.569 2.228
P -1.259 -1.963 -1.390
P 0.261 2.472 0.535
O 0.783 0.622 -2.208
N 2.585 -1.750 2.897
N 0.770 -2.708 4.077
C 0.077 1.362 -3.070
C -0.668 -1.822 -3.081
C -3.046 -1.746 -1.450
C -1.321 1.646 -3.066
C 1.255 2.772 1.975
C 1.035 3.266 -0.871
C 1.544 -3.869 4.489
C -1.811 2.399 -4.122
C -0.890 -3.618 -0.856
C 3.287 -1.145 4.047
C -1.325 3.294 0.773
C 1.763 -3.813 5.966
C 0.431 2.597 -5.051
C 0.958 1.857 -4.031
C -1.113 4.030 -8.866
C 0.155 3.716 -9.194
C -0.480 0.169 3.580
C -0.935 2.865 -5.106
C -1.587 -2.333 2.432
C -3.051 0.176 2.141
C 1.254 -1.950 3.040
C 4.553 -1.902 3.861
H -1.228 0.676 4.178
H -1.917 -2.356 3.466
H 0.820 -3.890 6.511
H -1.066 4.353 0.678
H 2.714 -1.267 1.984
H 2.440 -3.811 3.877
H 0.282 3.475 -1.641
H -3.353 -2.473 -2.209
H 2.003 1.585 -3.871
H -1.159 -0.989 -3.597
H 1.433 4.184 -0.440
H -3.602 -0.242 1.263
H -1.950 3.357 -9.107
H -0.603 -3.680 0.196
H -1.710 3.058 1.774
H -1.820 -4.153 -1.060
H 0.975 -4.757 4.195
H -0.652 -2.894 2.340
H 0.397 2.773 -9.706
H -0.094 -0.672 4.156
H 0.422 -1.684 -3.112
H -3.417 -0.215 3.121
H 0.352 0.816 3.291
H 5.008 -1.633 2.905
H -0.212 -2.697 4.440
H 2.281 -2.909 6.296
H 1.831 2.642 -1.299
H -2.082 0.790 -0.499
H 5.155 -1.589 4.674
H 2.044 2.021 2.088
H -2.228 -2.789 1.681
H 1.676 3.753 1.745
H 2.642 -1.380 4.904
H -2.963 1.289 2.114
H -3.490 -1.969 -0.469
H 2.372 -4.669 6.227
H -2.877 2.610 -4.176
H -2.050 2.998 0.003
H 1.132 2.942 -5.793
H 0.988 4.406 -8.990
H -3.301 -0.724 -1.758
H -0.080 -3.959 -1.506
H -1.312 3.449 -5.940
H -1.991 1.288 -2.267
H -1.359 4.991 -8.389
H 0.595 2.815 2.843
H 4.392 -2.983 3.869
H 3.347 -0.060 3.886
H -0.956 -2.784 -3.508
```

Values from the calculation:
- Gap between HOMO and LUMO (spin up / spin down): 2.50 / 2.50 eV
- Highest occupied orbital energy (spin up / spin down): -14.20 / -14.20 eV
- Charge: +3
- Molecular weight: 687.019 Da



Record 8
C20H44N2O2 | wB97M-V/def2-TZVPD

Geometry as XYZ:
```
68
Properties=species:S:1:pos:R:3
O 0.950 -3.229 1.038
O -2.621 2.254 -0.411
N -0.030 -3.572 0.183
N -2.326 3.595 -0.717
C 6.156 -3.695 3.181
C 6.208 -3.237 1.608
C -1.755 -1.919 1.353
C -4.247 4.086 0.890
C -2.583 -3.898 -0.327
C -0.957 4.960 -2.286
C -0.691 2.515 -2.361
C -4.633 4.190 -1.603
C -2.834 3.498 -3.215
C -1.433 -3.423 0.774
C 4.751 -3.027 0.890
C -3.575 4.403 -0.489
C -3.232 5.910 -0.386
C 7.214 -4.287 0.824
C 2.245 -3.830 0.678
C 3.023 -2.298 2.816
C -4.057 4.387 -3.002
C -1.753 3.634 -2.104
C 3.457 -3.494 1.780
C -1.714 -0.729 0.217
H 8.119 -4.660 1.498
H 5.809 -2.830 3.924
H 3.598 -4.481 2.392
H 4.034 -1.761 3.148
H -1.546 -4.166 1.688
H -4.665 3.073 0.935
H 2.575 -3.579 -0.430
H -5.080 4.769 1.086
H -5.057 3.180 -1.539
H -3.528 4.196 1.712
H -4.820 4.140 -3.748
H -0.025 -3.014 -0.721
H 6.768 -2.183 1.581
H -0.732 5.441 -1.327
H -2.906 6.347 -1.330
H -2.396 3.724 -4.196
H 2.573 -2.784 3.795
H -5.474 4.882 -1.464
H -1.092 -1.620 2.288
H -0.211 2.649 -3.343
H 5.549 -4.687 3.382
H -3.691 -3.676 0.057
H -3.798 5.438 -3.168
H -2.511 -5.051 -0.540
H 0.021 4.797 -2.755
H -2.361 -3.303 -1.332
H 4.810 -3.574 -0.162
H -2.449 6.089 0.364
H -1.484 5.684 -2.915
H -2.873 -1.958 1.769
H 4.636 -1.859 0.686
H 0.097 2.528 -1.602
H -2.477 -0.935 -0.676
H -0.625 -0.480 -0.178
H -2.117 0.270 0.730
H 6.667 -5.229 0.388
H 2.079 -5.011 0.693
H -1.135 1.510 -2.382
H 0.093 -4.575 -0.100
H -3.183 2.458 -3.263
H 2.351 -1.459 2.352
H -4.113 6.491 -0.080
H 7.727 -3.650 -0.045
H 7.280 -3.937 3.499
```

Values from the calculation:
- Expectation value of S²: 0.755
- Gap between HOMO and LUMO (spin up / spin down): 8.16 / 8.80 eV
- Highest occupied orbital energy (spin up / spin down): -11.03 / -11.67 eV
- Spin multiplicity: 2
- Charge: +1
- Molecular weight: 344.584 Da



Record 9
C5H7NO | wB97M-V/def2-TZVPD

Geometry as XYZ:
```
14
Properties=species:S:1:pos:R:3
O 1.901 0.485 1.606
N -2.426 1.485 -1.339
C -0.931 -1.159 0.335
C -0.585 0.323 0.131
C 1.909 0.149 0.446
C 0.795 0.502 -0.525
C -1.617 0.980 -0.684
H 0.872 -0.099 -1.438
H -0.193 -1.627 0.995
H -0.932 -1.689 -0.623
H -1.918 -1.276 0.791
H 0.933 1.546 -0.836
H 2.751 -0.446 0.037
H -0.557 0.828 1.104
```

Values from the calculation:
- Structure (SMILES): C[C@H](C#N)CC=O
- Gap between HOMO and LUMO: 11.05 eV
- Highest occupied orbital energy: -10.48 eV
- Molecular weight: 97.117 Da



Record 10
C5H8O | wB97M-V/def2-TZVPD

Geometry as XYZ:
```
14
Properties=species:S:1:pos:R:3
O -0.494 -3.007 0.201
C -0.692 2.462 -0.532
C 0.667 0.108 0.170
C 0.610 -2.695 0.572
C -0.423 1.034 -0.285
C -0.748 -0.214 -0.232
H -1.715 2.641 -0.874
H 0.952 0.063 1.228
H 0.004 2.843 -1.285
H 1.487 -0.168 -0.502
H 1.477 -2.653 -0.116
H -1.419 -1.054 -0.350
H 0.819 -2.396 1.617
H -0.524 3.036 0.385
```

Values from the calculation:
- Structure (SMILES): CC1=CC1.C=O
- Gap between HOMO and LUMO: 10.18 eV
- Highest occupied orbital energy: -9.16 eV
- Molecular weight: 84.118 Da



Record 11
C17H23NO4 | wB97M-V/def2-TZVPD

Geometry as XYZ:
```
45
Properties=species:S:1:pos:R:3
O -0.106 -1.420 -2.529
O -0.403 -0.539 -0.380
O -3.665 -0.271 -1.114
O 1.607 -2.191 4.097
N 1.694 -1.794 2.950
C 0.721 -2.622 2.164
C 1.048 -0.471 2.726
C -1.087 2.185 -4.135
C 1.312 0.112 1.234
C 0.828 -2.407 0.620
C -0.568 3.482 -4.376
C -0.832 1.592 -2.826
C -0.184 2.320 -1.783
C -2.691 0.779 -1.193
C -0.524 -0.776 2.857
C 0.865 -0.914 0.176
C 0.176 3.642 -2.089
C 0.102 4.163 -3.352
C 3.056 -1.840 2.558
C -1.638 0.387 -2.293
C -0.621 -2.239 2.574
C -0.635 -0.619 -1.751
H 1.346 0.350 3.408
H 3.623 -0.939 2.619
H 3.185 -2.044 1.589
H 0.579 4.340 -1.414
H 3.594 -2.586 3.095
H 0.720 1.016 1.016
H 2.348 0.361 1.165
H 0.798 -3.704 2.406
H -0.681 -0.555 3.963
H -4.231 0.059 -0.316
H -2.288 0.975 -0.189
H -1.675 1.730 -4.873
H 0.045 1.891 -0.809
H -0.914 -2.767 3.559
H -1.051 -0.211 2.177
H 0.430 5.193 -3.446
H -2.330 0.073 -3.049
H 1.632 -0.912 -0.589
H 1.797 -2.830 0.252
H -1.495 -2.558 1.985
H -3.278 1.659 -1.506
H -0.647 3.944 -5.327
H 0.038 -3.044 0.151
```

Values from the calculation:
- Structure (SMILES): C[N@@+]1([O-])[C@@H]2CC[C@H]1C[C@@H](OC(=O)[C@@H](CO)c1ccccc1)C2
- Gap between HOMO and LUMO: 8.78 eV
- Highest occupied orbital energy: -8.27 eV
- Molecular weight: 305.374 Da



Record 12
C15H11Cl5N3O6Re | wB97M-V/def2-TZVPD

Geometry as XYZ:
```
41
Properties=species:S:1:pos:R:3
Re 0.155 -0.868 -0.073
Cl -3.019 -1.874 -1.414
Cl -0.768 0.347 3.078
Cl -3.554 1.045 4.043
Cl -6.058 0.242 2.405
Cl -5.728 -1.248 -0.287
O 1.137 0.751 0.977
O -0.017 0.322 -1.374
O 1.884 -2.965 2.889
O -0.100 1.253 -2.304
O 3.417 -2.727 -1.867
O 0.457 -1.910 1.523
N 2.024 -1.691 -0.346
N 1.171 1.924 0.333
N -0.100 -2.282 -1.643
C -3.041 -1.020 0.111
C 2.353 -2.235 -1.534
C 2.268 2.219 -0.377
C 0.157 3.964 -0.226
C -4.485 -0.101 1.798
C -3.358 0.257 2.523
C 1.273 4.304 -0.971
C -2.090 -0.032 2.016
C 1.720 -2.354 1.883
C 0.124 2.752 0.427
C 1.144 -2.195 -2.463
C -4.327 -0.761 0.589
C 2.340 3.422 -1.043
C -1.858 -0.645 0.770
C 2.764 -1.945 0.860
H 1.218 -3.005 -3.185
H -0.695 2.381 1.025
H 3.508 -2.729 0.744
H 3.025 1.450 -0.378
H -0.699 4.618 -0.152
H 1.310 5.247 -1.498
H 1.108 -1.247 -3.002
H 3.226 3.647 -1.618
H -0.918 -2.044 -2.190
H -0.226 -3.227 -1.288
H 3.259 -1.044 1.238
```

Values from the calculation:
- Gap between HOMO and LUMO: 7.44 eV
- Highest occupied orbital energy: -8.43 eV
- Molecular weight: 692.740 Da